Entry 1:
Computed, not measured: a structure of composition FFeH10O5 in a non-equilibrium geometry, with ωB97M-V/def2-TZVPD.

Structure (ORCA input):
```
! RIJCOSX wB97M-V def2-TZVPD def2/J DEFGRID3
* xyz 1 5
Fe 0.30826 -0.36325 0.01749
F 1.35588 -1.90498 0.49499
O -0.44712 -0.18207 2.02141
H 0.12569 0.17720 2.70801
H -1.23533 -0.48632 2.48343
O -0.82919 1.47434 -0.46679
H -1.61252 1.64709 0.06906
H -0.61185 2.32388 -0.86691
O 1.90582 0.91761 0.56338
H 2.70556 0.78800 1.08639
H 1.73660 1.86584 0.58946
O -1.52738 -1.53569 -0.41097
H -1.68302 -2.42768 -0.74111
H -2.39711 -1.20519 -0.16420
O 0.70870 -0.27195 -2.08237
H 0.67315 -1.15025 -2.47999
H 0.82385 0.33342 -2.82127
*
```

Calculated values
electronic energy	-47500.2781	eV
LUMO level (alpha / beta)	-3.7 / -3.7	eV
orbital gap (alpha / beta)	9.8 / 8.5	eV

Entry 2:
Computed, not measured: the molecule C7H12O in a non-equilibrium geometry, with ωB97M-V/def2-TZVPD.

Structure (ORCA input):
```
! RIJCOSX wB97M-V def2-TZVPD def2/J DEFGRID3
* xyz 0 1
C 0.64641 0.43736 -0.82129
C -0.80507 -0.05457 0.99857
C 1.86919 1.15227 -0.30855
C -2.15983 -0.38492 0.42896
C -0.43739 -0.81298 2.24605
O 0.29124 -0.65577 -0.13199
C 1.09172 -0.51176 -2.30128
C 1.12202 -0.44001 -3.51129
H -0.15023 1.11629 -1.15115
H -0.67048 1.02085 1.13944
H 2.43361 1.54789 -1.15931
H 1.59230 1.98548 0.34401
H 2.53099 0.47718 0.24023
H 0.56080 -0.53257 2.59234
H -2.35282 0.18231 -0.48497
H -2.23316 -1.44753 0.18471
H -2.94616 -0.13981 1.15335
H -0.43458 -1.89068 2.06556
H -1.14932 -0.59373 3.05072
H 1.20075 -0.45530 -4.57411
*
```

Calculated values
electronic energy	-9496.6587	eV
LUMO level	0.9	eV
orbital gap	10.5	eV

Per-record ΔE to the lowest compared entry with this formula, charge and spin, eV: 0.000, 4.160